Computed, not measured: a structure of composition C15H27N2O4P2Ti at a distorted geometry, with ωB97M-V/def2-TZVPD.

Cartesian coordinates (Å):
Ti1 0.215633 -0.173096 -0.291931
P1 0.182282 -2.506531 -0.957184
C1 -1.505994 -3.203887 -0.510719
C2 -2.330482 -2.156469 0.236547
N1 -1.817880 -0.896504 0.441073
C3 -2.470910 -0.081648 1.315752
C4 -3.596684 -0.511926 2.028764
C5 -4.168712 -1.757111 1.781772
C6 -3.556723 -2.548472 0.798801
C7 -1.927959 1.271041 1.763801
P2 -1.048429 2.340154 0.584941
H1 -3.944661 -3.551577 0.556471
H2 -4.095096 0.191482 2.707484
H3 -5.105971 -2.076409 2.266229
H4 -2.811328 1.854700 2.081516
H5 -1.318070 1.116672 2.672733
H6 -2.073163 -3.691734 -1.315180
H7 -1.351263 -4.108979 0.125405
H8 -3.016851 -0.257042 -3.874534
O1 -3.690968 -0.505961 -4.523939
H9 -4.088041 -1.245143 -4.027084
H10 -0.297677 1.862140 -0.595908
O2 0.912865 0.653556 -1.816512
H11 0.236984 0.700697 -2.501787
C8 -2.358458 3.155530 -0.323538
H12 -3.016274 3.721507 0.334920
H13 -1.898868 3.861971 -1.013644
H14 -2.922618 2.421000 -0.904309
C9 -0.067371 3.623014 1.350836
H15 0.609569 4.028766 0.576747
H16 -0.719449 4.413253 1.751358
H17 0.576010 3.198219 2.140531
C10 1.076874 -3.817540 -0.073417
H18 0.868629 -4.788797 -0.548287
H19 2.139447 -3.548984 -0.071545
H20 0.700015 -3.827550 0.957390
C11 0.540600 -2.796059 -2.723908
H21 1.575357 -2.454229 -2.879418
H22 0.412102 -3.841449 -3.043147
H23 -0.052758 -2.136163 -3.373517
O3 2.127873 0.003793 0.150406
C12 1.937014 -0.255118 1.394750
C13 2.939328 -0.574633 2.417722
C14 2.071997 -0.871929 3.642244
C15 0.629645 -0.609103 3.219278
O4 -0.376265 -0.654349 3.898048
N2 0.678321 -0.293811 1.840025
H24 3.486807 -1.475237 2.115928
H25 3.639116 0.260721 2.580691
H26 2.158356 -1.922740 3.978898
H27 2.327491 -0.212035 4.485066

Atomic forces in eV per Å
-2.2714 0.1180 0.4175
-0.6142 -1.2137 0.0798
-0.1929 -0.0489 -0.1619
-0.3071 0.3041 0.3083
-0.8517 -0.2214 0.4409
-0.1470 -0.8702 0.3152
-0.4653 0.4042 -0.2060
0.1251 0.0034 -1.0342
0.2578 -0.3142 0.6270
-0.2195 -0.0780 0.3523
0.0503 -0.7170 -1.0769
0.2139 0.6381 0.1643
0.3811 -0.4326 -0.1389
0.6877 0.2023 -0.2043
0.3486 0.0030 -0.1088
-0.0459 -0.0552 -0.4624
0.0474 0.6716 -0.2990
-0.0074 0.9593 0.0381
0.0655 0.3533 -0.4618
0.1465 -0.6065 1.1533
-0.2140 0.2422 -0.6785
-0.2835 0.0955 0.7490
-0.4195 0.5840 -1.6789
0.1561 0.2679 -0.5012
-0.1044 0.3466 -0.2446
-0.0970 -0.1301 0.0490
-0.0098 0.0016 -0.1276
-0.0240 0.0856 0.1299
0.6813 -0.0059 0.3175
-0.4247 -0.0658 0.2944
0.2705 -0.2732 -0.0701
-0.3604 0.2043 -0.2201
0.4787 0.1268 -0.0708
0.3530 0.2434 0.2163
-0.0884 -0.4717 0.0250
0.2221 0.0000 -0.2077
-0.0036 0.0688 -0.2896
-0.1880 -0.3120 0.0918
0.1176 0.3540 0.1399
-0.0438 -0.2448 0.3052
1.4636 -0.5577 2.8686
-0.0492 0.5115 -1.2553
0.6875 -0.4204 0.7571
0.1575 -0.0567 0.9910
0.3813 0.0699 -1.0278
0.5641 0.1093 -0.5116
-0.2793 -0.0150 0.6366
0.1933 0.3741 -0.0808
-0.1424 -0.4101 -0.2011
-0.0426 0.5710 -0.0433
-0.1537 -0.3925 -0.1046

Results
Relative energy (zero: lowest compared OMol25 entry of this formula, charge and spin) in kJ/mol: 56.6
HOMO-LUMO gap (spin up / spin down) in eV: 5.505 / 9.570
Charge: +1
Calculated total energy in eV: -68851.2182
Spin multiplicity: 3
F_max in eV/Å: 3.268